Density functional theory data (ωB97M-V with the def2-TZVPD basis set) for a cluster of 9 separate species, C27H72O27S9 in total.

SMILES string   CCOS(C)(=O)=O.CCOS(C)(=O)=O.CCOS(C)(=O)=O.CCOS(C)(=O)=O.CCOS(C)(=O)=O.CCOS(C)(=O)=O.CCOS(C)(=O)=O.CCOS(C)(=O)=O.CCOS(C)(=O)=O
Highest occupied orbital energy   -10.72 eV
Net charge   0
Relative energy (zero: lowest compared OMol25 entry of this formula, charge and spin)   662.3 kJ/mol
Lowest unoccupied orbital energy   0.24 eV
Frontier orbital gap   0.403 Ha

Geometry as XYZ:
```
135
Properties=species:S:1:pos:R:3:forces:R:3
O 23.51309 23.78197 10.66098 -0.988 -0.151 -0.252
S 24.86742 23.58494 10.29772 4.112 -0.648 0.676
O 25.53335 22.25692 10.42177 -1.820 3.302 -0.897
O 25.16233 24.21584 8.78258 1.386 -2.701 2.894
C 24.30007 25.17415 8.31115 -1.227 1.536 -1.035
C 25.10798 26.08873 7.41904 0.107 0.491 -0.914
C 25.91106 24.78746 11.31802 -0.067 -1.832 -1.259
H 23.86529 25.83318 9.06265 -0.077 -0.392 0.518
H 23.49828 24.60733 7.83791 -0.272 0.627 -0.409
H 25.45384 25.62916 6.49316 0.063 -0.276 0.146
H 25.97611 26.49931 7.93467 0.066 -0.314 0.230
H 24.56155 26.97713 7.10237 -0.432 -0.116 0.102
H 25.65872 25.82132 11.08232 -0.287 -0.230 0.432
H 26.93837 24.57504 11.02202 -0.053 0.115 -0.284
H 25.84843 24.40387 12.33637 -0.520 0.582 0.057
O 17.49358 16.03807 -2.69895 -2.379 1.249 -0.842
S 16.32805 16.85289 -3.09276 1.809 0.179 -0.922
O 15.01396 16.64487 -2.53392 1.482 0.598 -0.159
O 16.80946 18.43359 -2.89364 -0.819 -0.997 0.000
C 18.18820 18.77614 -3.18374 0.682 1.000 0.325
C 18.34332 20.34567 -3.21860 -1.013 -0.778 0.338
C 16.11510 16.91434 -4.94530 0.400 -0.146 1.019
H 18.52797 18.33550 -4.12102 -0.322 0.103 -0.249
H 18.84088 18.33165 -2.43239 -0.179 0.095 0.203
H 17.56456 20.78674 -3.84076 0.231 -0.177 -0.533
H 19.33254 20.69146 -3.51856 -0.051 -0.386 -0.242
H 18.13322 20.83630 -2.26821 0.157 -0.516 0.400
H 15.82402 15.92954 -5.31077 0.044 0.048 0.214
H 17.06627 17.21664 -5.38345 -0.017 -0.146 0.112
H 15.35992 17.66063 -5.19192 -0.024 -0.120 0.337
O 12.50966 19.16528 5.88256 0.596 3.913 -1.871
S 12.61433 20.49509 5.19530 -1.192 -0.735 -0.079
O 11.44129 21.38674 5.08840 2.116 -1.640 0.483
O 13.85942 21.31317 5.86695 -0.657 -0.836 -0.673
C 14.06491 22.70104 5.52844 0.062 1.344 1.728
C 15.20248 23.18725 6.45528 0.419 -0.226 -0.559
C 13.34757 20.32992 3.50343 -0.383 -0.961 1.601
H 13.14829 23.25290 5.73668 -0.106 -0.181 0.132
H 14.33949 22.99558 4.51555 -0.009 -1.015 -0.388
H 15.22221 24.27135 6.56676 -0.376 -0.004 0.021
H 16.16321 22.95127 5.99768 0.059 -0.173 -0.069
H 15.23173 22.71423 7.43685 -0.483 0.062 -0.057
H 13.57364 21.32636 3.12382 -0.127 -0.282 0.001
H 12.69016 19.71748 2.88632 -0.191 0.430 0.011
H 14.22001 19.71427 3.72236 0.263 0.306 -0.274
O 18.88572 17.29051 14.89655 0.626 -1.915 -0.801
S 19.54021 16.02994 14.54566 1.727 0.935 -0.237
O 19.22668 14.78161 15.17161 -0.541 0.491 -0.516
O 19.49602 15.76672 12.90093 -0.622 -0.428 3.064
C 19.63292 16.87228 12.03576 -0.307 0.455 -0.128
C 18.92330 16.45293 10.70187 0.928 1.063 1.910
C 21.36776 16.26145 14.80952 -1.268 -0.453 -0.487
H 20.68239 17.16319 12.08148 0.457 -0.494 -1.178
H 19.21402 17.79270 12.44253 -0.809 -0.222 0.172
H 19.59380 16.91908 9.97990 -0.806 -0.445 -0.846
H 17.91682 16.86172 10.79123 0.149 0.327 -0.629
H 18.76507 15.37493 10.67046 0.737 0.066 -0.333
H 21.89777 15.40936 14.38392 -0.256 0.093 -0.357
H 21.56057 16.19133 15.88004 -0.266 0.594 -0.035
H 21.62058 17.19899 14.31436 0.258 -0.058 0.398
O 10.02390 19.69854 13.70634 -1.422 -1.185 -0.298
S 9.39268 18.55474 13.05836 1.581 -1.807 -0.785
O 8.62271 17.52072 13.76305 1.149 2.075 -0.600
O 8.52166 19.03610 11.77682 1.076 -0.645 1.097
C 7.42690 19.88786 12.06664 -0.240 2.105 -1.351
C 7.48618 20.98218 10.96999 -0.787 -0.034 -0.184
C 10.74406 17.73550 11.98822 -2.642 0.717 0.988
H 7.54871 20.43222 13.00309 -0.119 -0.610 0.357
H 6.50715 19.31079 11.97103 0.025 0.114 0.437
H 8.43339 21.51881 10.91599 0.217 -0.505 0.079
H 6.75549 21.78246 11.08728 -0.302 -0.145 0.534
H 7.21407 20.55627 10.00425 0.450 -0.132 -0.118
H 10.16517 16.94607 11.50888 0.332 -0.081 -0.105
H 11.52488 17.33387 12.63407 -0.007 0.446 -0.211
H 10.93348 18.54514 11.28345 0.691 -0.313 0.153
O 21.49761 25.50423 16.68302 -2.026 -1.173 2.295
S 20.50775 24.74078 17.47290 1.391 0.415 -1.722
O 20.05391 25.01760 18.83183 0.935 0.026 -1.935
O 19.21248 24.72809 16.47747 3.259 1.317 0.037
C 18.03966 24.29337 17.00621 -2.250 -1.883 1.133
C 17.32722 23.53603 15.94716 -1.360 0.082 -1.929
C 20.97282 22.98310 17.40556 -0.828 -0.079 0.427
H 17.43336 25.08633 17.44405 0.193 0.048 0.112
H 18.22229 23.49254 17.72274 0.092 0.456 0.800
H 16.84593 24.14582 15.18256 0.217 0.572 -0.028
H 16.47043 22.95814 16.29365 0.388 -0.335 0.427
H 18.03163 22.93952 15.36744 -0.041 -0.410 0.352
H 20.16162 22.54574 17.98760 0.121 -0.336 0.027
H 21.91457 22.70941 17.88127 -0.030 0.680 0.130
H 20.95730 22.53610 16.41155 -0.066 0.623 -0.138
O 9.96211 27.58294 2.52754 -1.108 0.985 0.004
S 8.94162 28.49674 3.00677 -0.646 0.373 1.602
O 9.24532 29.92833 3.18719 -0.886 -2.926 -0.652
O 7.52620 28.30731 2.16784 1.614 1.192 1.435
C 7.47314 27.45305 1.05537 0.940 -1.404 -0.164
C 6.18181 27.66678 0.44384 -1.619 2.110 -1.357
C 8.24063 27.77815 4.58525 0.436 0.959 -0.889
H 7.42934 26.39820 1.32643 1.128 -0.131 0.495
H 8.27495 27.71226 0.36399 0.140 -0.482 0.067
H 6.22235 28.69248 0.07723 -0.398 0.166 -0.397
H 5.36881 27.69919 1.16916 -0.049 -0.641 -0.067
H 6.01367 27.02292 -0.41945 -0.180 -0.157 0.280
H 7.79677 26.80752 4.36396 0.535 -0.048 -0.087
H 7.43185 28.40658 4.95814 0.221 0.281 -0.210
H 9.06725 27.77377 5.29572 -0.121 -0.282 -0.061
O 7.70233 12.17316 -1.11863 -2.472 -0.058 -1.571
S 6.43999 12.12376 -1.88568 0.890 0.394 -0.084
O 5.26954 11.46587 -1.35000 1.249 0.780 -0.693
O 5.96183 13.65973 -2.28685 -0.620 -2.714 1.103
C 6.97522 14.57931 -2.55385 0.959 1.039 -1.053
C 6.73256 15.18472 -3.96163 0.512 0.658 1.621
C 6.78881 11.55501 -3.62343 -0.529 -0.424 1.519
H 7.95304 14.11007 -2.44539 0.080 0.083 -0.077
H 6.90149 15.34929 -1.78587 0.087 0.160 -0.117
H 7.32265 16.09982 -4.01152 0.201 0.040 -0.112
H 5.70316 15.53960 -3.91158 -0.138 -0.381 -0.768
H 7.03917 14.56524 -4.80443 -0.546 -0.169 0.145
H 5.88163 11.72635 -4.20289 0.262 0.535 -0.004
H 6.89301 10.47026 -3.60003 0.373 0.052 0.242
H 7.70771 12.04670 -3.94275 -0.310 0.004 -0.150
O 16.02585 30.15360 12.97145 1.826 2.522 -1.128
S 16.95652 31.14963 12.37141 -0.698 -2.383 2.259
O 17.01195 31.28082 10.95113 -0.172 0.733 0.431
O 16.72910 32.62611 13.09411 0.999 -2.116 -2.703
C 16.48700 32.60007 14.46426 -0.069 1.667 1.910
C 17.02491 33.96140 15.03021 -1.389 -0.417 0.277
C 18.64606 30.75643 12.96957 -0.586 0.929 -0.862
H 16.93789 31.81179 15.06709 0.335 -0.390 -0.589
H 15.41229 32.46229 14.58308 -0.036 0.364 0.294
H 16.83602 34.80537 14.36678 0.099 -0.258 -0.306
H 18.06061 33.98935 15.36876 -0.006 -0.380 -0.305
H 16.39439 34.17281 15.89384 0.159 0.045 0.300
H 19.26149 31.55426 12.55383 -0.016 0.205 0.275
H 19.00868 29.85868 12.46894 -0.480 -0.256 0.400
H 18.66729 30.75699 14.05936 0.038 -0.276 -0.249
```
Forces are in eV/Å.